{"formula": "C4H4NO3S2", "method": "ωB97M-V with the def2-TZVPD basis set", "elements": ["C", "C", "C", "C", "N", "O", "O", "O", "S", "S", "H", "H", "H", "H"], "positions_angstrom": [[2.11, 0.67, -0.81], [4.12, 0.45, 0.51], [0.22, -0.47, 0.01], [-0.57, 0.77, -0.58], [1.60, -0.49, -0.45], [4.14, -1.18, -0.18], [3.43, 0.42, 1.47], [4.78, 1.12, -0.22], [0.96, 1.87, -0.98], [2.77, -1.87, -0.02], [0.07, -0.70, 1.11], [-0.31, -1.35, -0.47], [-1.10, 0.39, -1.40], [-1.30, 1.13, 0.16]], "total_charge": -1}

***

{"formula": "C12H26N6O3", "method": "ωB97M-V with the def2-TZVPD basis set", "elements": ["H", "N", "C", "N", "N", "C", "C", "C", "C", "N", "C", "O", "C", "N", "C", "C", "C", "C", "N", "C", "O", "O", "H", "H", "H", "H", "H", "H", "H", "H", "H", "H", "H", "H", "H", "H", "H", "H", "H", "H", "H", "H", "H", "H", "H", "H", "H"], "positions_angstrom": [[-0.29, 3.66, -4.16], [-0.14, 3.68, -3.15], [-0.24, 2.49, -2.60], [-0.26, 1.29, -3.37], [-0.19, 2.30, -1.22], [0.08, 3.35, -0.28], [0.68, 2.74, 1.01], [-0.35, 1.92, 1.81], [0.12, 0.78, 2.72], [1.02, -0.14, 2.01], [0.61, -0.80, 0.87], [-0.29, -0.48, 0.17], [1.61, -1.99, 0.56], [1.85, -2.79, 1.75], [1.09, -2.82, -0.62], [1.16, -2.14, -1.99], [0.16, -2.55, -3.10], [-1.28, -2.38, -2.65], [-1.61, -0.97, -2.23], [-1.02, 0.10, 3.48], [-1.93, 0.74, 4.02], [-0.87, -1.22, 3.66], [-0.80, 1.37, -4.24], [-0.48, 0.42, -2.86], [0.16, 1.36, -0.98], [-0.88, 3.88, -0.07], [0.78, 4.03, -0.79], [1.52, 2.13, 0.69], [1.21, 3.51, 1.57], [-0.99, 1.40, 1.05], [-1.01, 2.59, 2.39], [0.75, 1.21, 3.55], [1.66, -0.69, 2.54], [2.57, -1.50, 0.30], [1.05, -3.41, 1.97], [2.56, -3.49, 1.52], [1.63, -3.77, -0.68], [0.08, -3.11, -0.36], [2.22, -2.21, -2.39], [1.01, -1.03, -1.78], [0.27, -3.63, -3.37], [0.35, -2.01, -4.01], [-2.00, -2.61, -3.44], [-1.47, -3.09, -1.80], [-1.26, -0.82, -1.24], [-2.62, -0.81, -2.21], [-1.65, -1.54, 4.12]], "smiles": "[H]/N=C(\\N)NCCC[C@H](NC(=O)[C@@H](N)CCCCN)C(=O)O"}

***

{"formula": "CH4N2OS", "method": "ωB97M-V with the def2-TZVPD basis set", "elements": ["C", "N", "N", "O", "S", "H", "H", "H", "H"], "positions_angstrom": [[1.62, -0.20, -0.99], [-1.10, -1.06, 1.38], [2.03, 0.85, -1.27], [-1.18, 0.96, -0.04], [-1.23, -0.69, -0.21], [-0.22, -1.19, 1.78], [-1.70, -1.76, 1.72], [-0.57, 1.36, -0.88], [2.34, 1.73, -1.47]]}

***

{"formula": "C2ClF3O3S", "method": "ωB97M-V with the def2-TZVPD basis set", "elements": ["O", "C", "Cl", "C", "F", "F", "S", "O", "O", "F"], "positions_angstrom": [[-1.53, 1.13, -1.45], [-1.44, 0.51, -0.47], [-2.42, -0.85, 0.08], [-0.18, 0.54, 0.51], [-0.40, 0.03, 1.63], [0.32, 1.85, 0.69], [1.26, -0.59, -0.05], [2.50, -0.02, 0.07], [0.99, -1.79, 0.68], [0.90, -0.82, -1.69]], "smiles": "O=C(Cl)C(F)(F)S(=O)(=O)F"}

***

{"formula": "C33H64FIN8NbO4", "method": "ωB97M-V with the def2-TZVPD basis set", "elements": ["C", "C", "C", "F", "Nb", "O", "I", "C", "C", "N", "C", "C", "C", "N", "O", "C", "O", "O", "H", "H", "H", "H", "H", "H", "H", "H", "H", "H", "H", "H", "H", "H", "H", "H", "H", "H", "H", "H", "H", "H", "C", "C", "C", "C", "N", "H", "H", "H", "H", "H", "H", "H", "C", "C", "C", "C", "N", "H", "H", "H", "H", "H", "H", "H", "C", "C", "C", "C", "N", "H", "H", "H", "H", "H", "H", "H", "C", "C", "C", "C", "N", "H", "H", "H", "H", "H", "H", "H", "C", "C", "C", "C", "N", "H", "H", "H", "H", "H", "H", "H", "C", "C", "C", "C", "N", "H", "H", "H", "H", "H", "H", "H"], "positions_angstrom": [[-7.69, -2.05, 0.10], [-6.05, -2.05, 0.06], [-5.37, -1.11, -1.09], [-6.28, -0.14, -1.74], [-3.52, 0.07, -0.35], [-4.21, 1.70, -1.58], [-5.19, 1.13, 1.70], [-2.84, -1.69, 1.01], [-2.85, -3.14, 0.25], [-1.49, -3.76, 0.05], [-2.37, -0.69, -2.14], [-0.78, -0.34, -2.23], [0.18, -1.13, -1.15], [0.59, -0.64, 0.21], [0.69, -2.32, -1.56], [-1.89, 1.45, 0.40], [-1.43, 1.06, 1.78], [-1.26, 2.21, 2.41], [-8.22, -1.52, -0.80], [-8.05, -3.19, 0.07], [-8.04, -1.66, 1.17], [-5.63, -1.86, 1.16], [-5.73, -3.17, -0.19], [-4.99, -1.83, -1.95], [-3.81, 1.64, -2.49], [-3.50, -1.64, 1.99], [-1.71, -1.50, 1.35], [-3.49, -3.14, -0.76], [-3.44, -3.88, 0.97], [-1.36, -3.88, -0.99], [-1.57, -4.76, 0.40], [-2.87, -0.28, -3.14], [-2.47, -1.87, -2.21], [-0.42, -0.73, -3.30], [-0.57, 0.83, -2.28], [1.38, 0.04, 0.11], [0.98, -1.42, 0.79], [-0.98, 1.64, -0.30], [-2.39, 2.52, 0.57], [-0.61, 2.75, 1.84], [3.94, -2.58, 5.13], [4.27, -2.33, 3.66], [3.31, -1.36, 2.99], [1.90, -1.91, 3.03], [0.72, -2.38, 3.07], [2.95, -3.04, 5.25], [4.67, -3.26, 5.58], [3.95, -1.64, 5.70], [4.26, -3.29, 3.13], [5.29, -1.94, 3.59], [3.60, -1.20, 1.94], [3.33, -0.38, 3.49], [1.64, 0.77, -6.47], [2.10, 1.98, -5.66], [1.43, 2.07, -4.29], [-0.07, 2.21, -4.47], [-1.32, 2.32, -4.61], [0.56, 0.82, -6.69], [2.16, 0.72, -7.43], [1.83, -0.17, -5.92], [1.90, 2.89, -6.24], [3.19, 1.91, -5.52], [1.81, 2.95, -3.75], [1.64, 1.18, -3.69], [1.26, 1.70, 7.57], [1.14, 2.51, 6.29], [2.14, 2.09, 5.22], [3.56, 2.28, 5.74], [4.73, 2.43, 6.17], [2.24, 1.83, 8.04], [0.50, 2.02, 8.30], [1.11, 0.63, 7.38], [1.28, 3.58, 6.53], [0.12, 2.41, 5.89], [2.01, 2.69, 4.31], [1.99, 1.04, 4.95], [6.16, 1.82, 2.71], [6.50, 2.07, 1.24], [5.53, 3.05, 0.57], [4.12, 2.49, 0.62], [2.95, 2.03, 0.65], [5.18, 1.36, 2.83], [6.89, 1.14, 3.16], [6.18, 2.76, 3.28], [6.49, 1.11, 0.71], [7.52, 2.47, 1.17], [5.83, 3.20, -0.48], [5.56, 4.02, 1.07], [1.47, 7.81, -4.59], [2.35, 7.00, -5.53], [2.69, 5.61, -4.97], [3.44, 5.75, -3.66], [4.07, 5.87, -2.57], [1.97, 8.01, -3.63], [1.23, 8.78, -5.04], [0.53, 7.29, -4.38], [3.27, 7.55, -5.72], [1.84, 6.88, -6.49], [3.31, 5.06, -5.69], [1.77, 5.03, -4.80], [-3.66, -7.61, 0.08], [-5.11, -8.06, -0.07], [-5.75, -7.57, -1.38], [-5.75, -6.05, -1.41], [-5.74, -4.79, -1.45], [-3.58, -6.52, 0.12], [-3.24, -8.00, 1.00], [-3.05, -7.97, -0.76], [-5.69, -7.69, 0.78], [-5.15, -9.15, -0.04], [-6.79, -7.93, -1.44], [-5.20, -7.96, -2.24]], "total_charge": -1}

***

{"formula": "C6H10O8", "method": "ωB97M-V with the def2-TZVPD basis set", "elements": ["O", "C", "O", "C", "O", "C", "O", "C", "O", "O", "C", "O", "C", "O", "H", "H", "H", "H", "H", "H", "H", "H", "H", "H"], "positions_angstrom": [[-2.01, 1.58, -2.22], [-1.10, 0.90, -1.40], [-1.86, 0.42, -0.27], [-1.02, -0.22, 0.67], [-0.53, -1.38, -0.02], [0.41, -2.15, 0.71], [0.85, -3.13, -0.25], [1.59, -1.35, 1.35], [2.52, -0.92, 0.36], [1.08, -0.16, 1.99], [0.17, 0.63, 1.13], [0.91, 1.08, -0.03], [0.02, 1.81, -0.89], [-0.56, 2.96, -0.27], [-2.79, 1.00, -2.38], [-0.61, 0.06, -1.89], [-1.59, -0.50, 1.53], [-0.10, -2.62, 1.53], [1.35, -2.67, -0.94], [2.07, -1.99, 2.10], [2.24, -0.06, -0.04], [-0.21, 1.44, 1.74], [0.62, 2.13, -1.75], [-1.44, 3.11, -0.74]], "smiles": "O[C@@H]1O[C@H]2O[C@@H](O)[C@@H](O)O[C@H]2O[C@@H]1O"}

***

{"formula": "H30O15", "method": "ωB97M-V with the def2-TZVPD basis set", "elements": ["O", "H", "H", "O", "H", "H", "O", "H", "H", "O", "H", "H", "O", "H", "H", "O", "H", "H", "O", "H", "H", "O", "H", "H", "O", "H", "H", "O", "H", "H", "O", "H", "H", "O", "H", "H", "O", "H", "H", "O", "H", "H", "O", "H", "H"], "positions_angstrom": [[-0.24, -2.09, 3.03], [0.26, -1.28, 2.81], [0.42, -2.77, 2.85], [1.54, 2.30, -1.01], [0.81, 2.78, -1.43], [2.24, 2.93, -0.86], [-3.64, -0.32, -0.20], [-4.15, -0.31, -1.02], [-4.16, 0.05, 0.50], [2.94, -0.23, 2.72], [3.01, 0.18, 3.59], [2.72, 0.54, 2.18], [-0.57, -1.86, -2.14], [-1.11, -2.03, -1.35], [0.12, -2.52, -1.97], [-2.40, -2.50, 0.51], [-1.59, -2.16, 0.94], [-2.92, -1.80, 0.92], [-0.82, 2.97, -2.01], [-1.46, 2.73, -1.34], [-1.38, 3.16, -2.77], [2.15, -0.54, -3.05], [2.44, 0.21, -3.59], [1.44, -0.09, -2.56], [0.15, 0.47, 2.17], [1.07, 0.31, 2.29], [-0.16, 0.96, 1.40], [-3.01, 2.35, -0.15], [-2.95, 1.37, -0.18], [-3.24, 2.40, 0.79], [3.92, -0.91, 0.16], [4.16, -0.28, 0.85], [4.70, -1.46, 0.07], [-3.68, -1.64, -2.42], [-2.95, -1.22, -2.87], [-3.31, -2.40, -1.96], [-1.01, 0.52, -0.30], [-1.51, -0.14, -0.79], [-0.56, 0.80, -1.11], [2.67, 2.41, 2.00], [2.15, 2.15, 1.22], [1.95, 2.60, 2.61], [1.59, -1.97, 0.39], [2.42, -2.23, 0.01], [1.91, -1.43, 1.10]]}

***

{"formula": "C5H8BrN2", "method": "ωB97M-V with the def2-TZVPD basis set", "elements": ["C", "C", "N", "C", "N", "C", "C", "Br", "H", "H", "H", "H", "H", "H", "H", "H"], "positions_angstrom": [[-1.42, -1.20, 0.16], [-0.08, -0.70, -0.48], [-0.35, 0.70, -1.16], [0.06, 1.80, -0.68], [0.50, 1.96, 0.54], [0.90, 0.89, 1.13], [0.92, -0.49, 0.71], [2.92, -0.59, -0.02], [-1.42, -0.95, 1.12], [-1.37, -2.29, 0.11], [-2.34, -0.87, -0.31], [0.35, -1.38, -1.21], [-0.76, 0.65, -2.07], [0.09, 2.74, -1.19], [1.28, 1.17, 2.17], [0.72, -1.42, 1.18]], "smiles": "C[C@H]1[NH+]=CN=C[C@@H]1Br", "total_charge": 1}

***

Table of relative energy (zero: lowest compared OMol25 entry of this formula, charge and spin) (kcal per mole), in record order: 62.9, 14.4, 78.2, 34.6, 224.9, 50.7, 51.8, 69.3
Table of electronic energy (Ha), in record order: -1231.6388, -1027.1405, -623.3346, -1459.8502, -2488.8235, -836.5121, -1146.5576, -2878.5224